# 1
C2H10N2S | ωB97M-V/def2-TZVPD

Calculated values
- SMILES = NCN.CS
- max |F| (eV/A) = 0.508
- 2S+1 = 1
- HOMO (eV) = -9.206
- DFT total energy (eV) = -16051.258

Last column: natural (NBO) charge in e.
Element x y z (Å)
C -1.79213 -0.05633 1.64515  -0.74
S -0.83210 -0.30049 3.13895  -0.03
H -2.76034 0.32108 1.95657  0.23
H -1.94777 -0.96541 1.06949  0.22
H -1.35037 0.69071 0.99340  0.21
H 0.31872 -0.71675 2.58838  0.11
N 1.35474 -0.54340 -0.41299  -0.87
C 0.46357 -0.03781 -1.45564  -0.05
N 1.02326 1.04755 -2.23500  -0.83
H 1.50539 0.07321 0.37237  0.36
H 1.07233 -1.45899 -0.09995  0.36
H -0.50299 0.29616 -1.07178  0.15
H 0.27365 -0.87728 -2.12374  0.18
H 1.32805 1.80326 -1.63514  0.35
H 1.84599 0.72448 -2.73005  0.36

---

# 2
C2H10N2S | ωB97M-V/def2-TZVPD

Calculated values
- max |F| (eV/A) = 4.005
- <S²> = 0.759
- 2S+1 = 2
- HOMO (alpha / beta) (eV) = -14.662 / -12.850
- DFT total energy (eV) = -16039.555
- charge = +1

Last column: Mulliken spin population.
Element x y z (Å)
C -0.01761 1.99280 2.90205  -0.03
S -0.22263 0.93832 1.35816  0.42
H 0.02617 3.08401 2.77997  0.02
H -0.91127 1.89056 3.53054  0.00
H 0.81810 1.64273 3.47894  0.00
H -0.94142 0.20932 0.45230  -0.01
N 1.10755 -1.67554 -0.82332  0.25
C 0.26775 -1.15220 -1.88087  0.01
N -1.17488 -0.97843 -1.60889  0.33
H 1.47842 -0.87592 -0.30061  0.00
H 1.97228 -1.94568 -1.29642  -0.01
H 0.61972 -0.14321 -2.07834  0.04
H 0.24772 -1.83937 -2.72491  0.00
H -1.54171 -0.06426 -1.33144  -0.01
H -1.72817 -1.08314 -2.45717  -0.01

---

# 3
C2H10N3 | ωB97M-V/def2-TZVPD

Calculated values
- max |F| (eV/A) = 3.612
- 2S+1 = 1
- HOMO (eV) = -13.776
- DFT total energy (eV) = -6699.405
- charge = +1

Last column: natural (NBO) charge in e.
Element x y z (Å)
C 0.88630 1.41832 1.63627  -0.43
N 1.35671 0.07733 1.19569  -0.85
H -0.14554 1.35738 1.98156  0.21
H 0.89368 2.07696 0.76461  0.20
H 1.61295 1.83783 2.32851  0.22
H 2.26007 0.06179 0.75791  0.39
H 1.22845 -0.64180 1.89504  0.39
H 0.15290 -0.00782 0.01432  0.45
N -1.41591 -1.83600 -1.77744  -0.64
C -0.93429 -0.61870 -1.65749  0.46
N -0.80500 0.03705 -0.51538  -0.88
H -1.42057 -2.23551 -2.70806  0.43
H -1.42523 -2.43626 -0.95979  0.43
H -1.04302 -0.04781 -2.58982  0.19
H -1.20152 0.95724 -0.36591  0.43

---

# 4
C2H10N3 | ωB97M-V/def2-TZVPD

Calculated values
- max |F| (eV/A) = 1.812
- 2S+1 = 1
- HOMO (eV) = -14.611
- DFT total energy (eV) = -6700.158
- charge = +1

Last column: natural (NBO) charge in e.
Element x y z (Å)
C -1.06053 -0.77451 -1.94021  -0.42
N -1.23958 0.14098 -0.76632  -0.79
H -0.58825 -1.64751 -1.49836  0.21
H -0.44466 -0.31090 -2.70888  0.22
H -2.00312 -0.97049 -2.44804  0.22
H -1.61413 1.02457 -1.06614  0.41
H -1.76287 -0.39423 -0.07885  0.40
H -0.17963 0.55170 -0.00511  0.42
N 0.89817 -0.10435 2.36183  -0.74
C 1.53748 0.36636 1.30979  0.38
N 0.91580 0.95909 0.31556  -0.76
H 1.39883 -0.40387 3.18209  0.43
H -0.04404 0.23192 2.54439  0.41
H 2.58390 0.11289 1.18006  0.21
H 1.60264 1.21834 -0.38181  0.40

---

For reference, ΔE to the lowest compared entry with this formula, charge and spin by record: 36.63 321.05 157.69 84.96 kJ/mol.